1.
An isolated molecule of C4H4N2, computed with ωB97M-V/def2-TZVPD.

Each line ends with the Löwdin charge.
Atoms and positions in Å:
C -0.16717 -1.11392 -0.54753  -0.1453
C -1.25082 -0.23793 -0.48181  -0.1136
N -1.01897 1.10790 -0.32502  0.0053
N 0.03811 1.58777 0.12427  0.0255
C 0.94407 0.59122 0.73626  -0.2611
C 0.71697 -0.79305 0.45730  0.0246
H -0.15408 -2.04059 -1.10999  0.0930
H -2.28614 -0.51359 -0.66066  0.1060
H 1.30681 0.93041 1.70881  0.1110
H 1.87121 0.48178 0.09838  0.1546

Computed properties:
Kohn-Sham gap (alpha / beta)   0.28858 / 0.28853 Ha
Energy relative to the best compared isomer or geometry (same formula, charge and spin)   4.953 eV
Total energy   -7187.7352 eV
HOMO energy (alpha / beta)   -8.550 / -8.549 eV
M   80.09 g mol⁻¹
Strongest force on any atom   0.8 eV Å⁻¹

---

2.
C19H14BrN6O2RhS3 as an isolated structure, computed with ωB97M-V/def2-TZVPD.

Each line ends with the Löwdin charge.
Atoms and positions in Å:
Rh -0.52175 0.42838 0.28638  0.7282
C -3.55671 -2.71122 -0.30377  0.0046
C -2.35500 -1.84125 -0.13410  -0.2221
N -2.37182 -0.55618 -0.12696  -0.0811
N -3.59451 0.06529 -0.12217  -0.0393
C -3.85780 1.10828 -0.97590  -0.9493
N -4.94939 1.82109 -0.60699  0.0949
S -2.95873 1.42342 -2.30652  0.6430
C -1.02697 -2.46526 0.03736  -0.1897
C -0.80375 -3.82728 -0.08058  0.0123
C 0.47772 -4.31411 0.13054  -0.0288
C 1.48503 -3.43110 0.47160  -0.0149
C 1.18613 -2.08192 0.57260  -0.0628
N -0.03688 -1.61514 0.34631  0.0032
H -4.43293 -2.13830 -0.58914  0.0824
H -3.76902 -3.26107 0.61532  0.1064
H -3.36609 -3.44099 -1.09079  0.0919
H -4.18952 -0.13448 0.66585  0.1495
H -5.56419 1.54220 0.13738  0.1019
H -5.24926 2.54767 -1.23167  0.0949
H -1.61005 -4.49952 -0.33105  0.1134
H 0.67889 -5.37260 0.03754  0.1179
H 2.49336 -3.76833 0.66308  0.1176
H 1.92954 -1.34776 0.85293  0.1238
S -1.27593 0.43088 2.42061  0.6450
C -1.18899 2.12447 2.87070  -0.7053
C -1.38103 2.40232 4.25626  -0.2840
N -1.53346 2.57726 5.38349  0.1599
C -1.00774 3.08670 1.94250  -0.7140
S -0.83053 2.75767 0.24717  0.6899
C -0.98402 4.46993 2.31635  -0.2712
N -0.95553 5.58520 2.59430  0.1665
Br 2.46111 0.41430 -3.94556  0.8222
C 3.57711 0.80578 -2.47034  -0.5939
C 4.92925 0.94766 -2.75393  -0.1343
C 5.83037 1.23245 -1.74271  -0.0703
C 5.38766 1.38179 -0.43637  -0.0666
C 4.04211 1.24397 -0.15672  -0.0117
C 3.11504 0.95179 -1.16101  -0.1532
C 1.69562 0.81223 -0.73649  -0.6192
O 0.75209 0.53363 -1.51086  -0.1135
O 1.42721 0.94655 0.51322  -0.1772
H 5.26586 0.83656 -3.77487  0.0950
H 6.88021 1.34190 -1.98137  0.1086
H 6.08469 1.61210 0.35769  0.1073
H 3.67257 1.37504 0.85074  0.1221

Computed properties:
Kohn-Sham gap   0.20859 Ha
Energy relative to the best compared isomer or geometry (same formula, charge and spin)   0.000 eV
Total energy   -138522.7362 eV
HOMO energy   -7.197 eV
M   637.37 g mol⁻¹
Strongest force on any atom   0.7 eV Å⁻¹

---

3.
C27H52ClN12ReS as an isolated structure, computed with ωB97M-V/def2-TZVPD.

Each line ends with the Löwdin spin population.
Atoms and positions in Å:
Re 0.21462 -0.23454 -0.01877  0.8689
C 3.68734 -2.05940 3.85734  0.0001
N 2.53569 -1.75367 2.99576  -0.0001
C 1.29511 -2.39991 3.41861  0.0002
C 2.58305 -0.86935 2.00832  0.0023
N 1.43559 -0.19089 1.63024  0.0097
C 0.83201 0.57150 2.74842  0.0017
C 0.17754 1.79118 2.14351  0.0056
N -0.72779 1.33026 1.04554  0.0083
C -1.01800 2.43678 0.08948  0.0047
C -1.63254 1.86112 -1.16639  -0.0001
N -0.83361 0.69643 -1.61442  0.0066
C -1.10761 0.18086 -2.82978  0.0054
N -0.11381 -0.53705 -3.46032  0.0011
C -0.44426 -1.78249 -4.15178  0.0002
C 0.99164 0.20173 -4.07173  0.0003
N -2.28141 0.31842 -3.45079  0.0058
C -2.37388 0.31466 -4.91851  0.0007
C -3.58989 0.46047 -2.81047  0.0005
C -1.98502 0.76327 1.66296  0.0088
C -2.45082 -0.51625 0.98532  0.0203
N -1.28823 -1.24454 0.46018  -0.0135
C -1.55782 -2.74764 0.28830  0.0062
N -2.92026 -2.95822 -0.03504  0.0016
C -3.77029 -3.86106 0.73629  0.0001
C -3.30099 -2.78698 -1.42677  0.0001
N -0.67924 -3.20151 -0.76705  0.0009
C 0.65413 -2.67873 -0.72833  0.0032
C -0.69879 -4.65634 -0.95001  -0.0004
N 3.75002 -0.58093 1.41104  0.0001
C 4.83287 -1.55029 1.24610  0.0000
C 4.13493 0.80921 1.16629  0.0000
H 3.32193 -2.11559 4.88100  0.0000
H 4.42504 -1.26597 3.79990  0.0000
H 4.14239 -3.01488 3.60059  0.0000
H 1.47468 -3.47103 3.51402  0.0000
H 0.51146 -2.23333 2.68877  0.0001
H 0.98783 -2.01766 4.39312  0.0000
H 1.59656 0.89301 3.45913  0.0001
H 0.10796 -0.02927 3.30680  -0.0002
H 0.93644 2.43770 1.70099  0.0003
H -0.38883 2.37245 2.87372  0.0002
H -0.07533 2.93930 -0.12020  0.0008
H -1.68267 3.16966 0.55216  0.0004
H -1.66129 2.62708 -1.94474  -0.0002
H -2.66490 1.60139 -0.94249  0.0000
H -1.31421 -2.24644 -3.69101  0.0000
H 0.40203 -2.46339 -4.04547  0.0001
H -0.62318 -1.64740 -5.22032  0.0000
H 1.08468 1.18188 -3.61395  0.0001
H 0.81112 0.34043 -5.14184  0.0001
H 1.92575 -0.34689 -3.96411  0.0000
H -1.40170 0.48077 -5.36816  0.0000
H -3.02791 1.13471 -5.21163  0.0003
H -2.80208 -0.61924 -5.28188  0.0001
H -3.57870 0.04035 -1.81166  0.0000
H -4.30456 -0.11120 -3.40126  0.0001
H -3.92083 1.49889 -2.78688  0.0002
H -2.76090 1.52958 1.65562  0.0002
H -1.75649 0.54294 2.70228  0.0005
H -3.15049 -0.32458 0.17160  -0.0004
H -2.98060 -1.13559 1.70990  0.0009
H -3.71102 -3.65063 1.80171  0.0000
H -3.54381 -4.91949 0.57027  0.0001
H -4.79995 -3.68983 0.42852  0.0000
H -2.70187 -1.99783 -1.87940  0.0000
H -4.35276 -2.50267 -1.47198  0.0000
H -3.17086 -3.69285 -2.02938  0.0001
H 0.64319 -1.64971 -1.24159  0.0023
H 1.26322 -3.19220 -1.47531  0.0023
H 1.17231 -2.76733 0.23449  0.0003
H -1.72362 -5.01693 -0.91570  0.0000
H -0.11883 -5.18356 -0.18540  0.0000
H -0.28789 -4.89735 -1.92947  0.0000
H 4.45046 -2.56329 1.33895  0.0000
H 5.64251 -1.39888 1.95973  0.0000
H 5.24266 -1.42155 0.24351  0.0000
H 3.27046 1.45923 1.25551  0.0000
H 4.57293 0.91219 0.17564  0.0000
H 4.88443 1.10924 1.90153  0.0000
S -1.10866 -5.71944 2.88492  -0.0001
C -1.20376 -4.38815 2.09762  0.0001
N -1.23256 -3.29224 1.58267  -0.0005
Cl 3.51748 3.85161 -2.52309  0.0006
C 3.37533 2.18353 -2.17428  0.0021
C 4.31704 1.26384 -2.61131  -0.0004
C 4.12502 -0.06850 -2.27842  -0.0004
C 3.01577 -0.43424 -1.53954  0.0013
N 2.09198 0.45131 -1.13433  0.0267
C 2.28215 1.73723 -1.44684  0.0099
H 5.17259 1.58622 -3.19055  0.0000
H 4.83087 -0.82416 -2.59602  0.0000
H 2.86646 -1.46752 -1.26051  0.0006
H 1.53403 2.44892 -1.13060  0.0021

Computed properties:
Kohn-Sham gap (alpha / beta)   0.28425 / 0.24869 Ha
Spin multiplicity   2
Energy relative to the best compared isomer or geometry (same formula, charge and spin)   1.358 eV
Charge   +3
Total energy   -72186.9748 eV
HOMO energy (alpha / beta)   -16.297 / -16.305 eV
Expectation value of S²   0.758
M   798.52 g mol⁻¹
Strongest force on any atom   0.2 eV Å⁻¹

---

4.
A 9-piece molecular cluster, C29H80N4O11 overall in a non-equilibrium geometry, computed with ωB97M-V/def2-TZVPD.

Each line ends with the Löwdin charge.
Atoms and positions in Å:
C -3.89147 -0.42777 0.07822  -0.1047
O -4.93128 -0.39429 -0.85874  -0.1781
C -6.08940 -1.11919 -0.50414  -0.2185
C -7.29759 -0.60141 -1.25816  -0.4500
C -8.58607 -1.32249 -0.89628  -0.0699
N -7.03917 -0.69151 -2.71426  0.0367
H -3.57684 -1.39866 0.47490  0.0724
H -4.19115 0.11284 0.99268  0.0950
H -3.08683 0.17962 -0.33506  0.0661
H -5.94610 -2.17202 -0.77855  0.1211
H -6.40268 -1.13106 0.54641  0.1303
H -7.40460 0.47095 -1.04518  0.1374
H -8.61810 -2.34644 -1.27303  0.0785
H -9.36037 -0.76452 -1.42882  0.0747
H -8.85300 -1.37357 0.15902  0.0748
H -7.64282 -0.03282 -3.19674  0.0692
H -6.10172 -0.31071 -2.83030  0.0622
C 7.47548 1.23724 -4.94341  -0.1113
O 6.42619 0.83512 -4.08522  -0.1965
C 6.04845 1.80408 -3.12524  -0.2182
C 5.09053 1.16629 -2.13952  -0.4289
C 3.69108 1.10010 -2.76707  -0.0604
N 5.06831 1.90261 -0.87544  0.0461
H 7.66024 0.34202 -5.53609  0.0863
H 8.40891 1.53095 -4.45939  0.0856
H 7.11026 2.01734 -5.61565  0.0870
H 6.98563 2.04394 -2.58831  0.1194
H 5.76067 2.77696 -3.54056  0.1338
H 5.36428 0.12160 -1.96519  0.1351
H 3.79658 0.62570 -3.74756  0.0743
H 3.24581 2.08181 -2.93294  0.0845
H 3.00336 0.45988 -2.21427  0.0449
H 6.01312 1.99616 -0.50813  0.0650
H 4.61331 1.38418 -0.12958  0.0575
C 2.35349 0.23668 4.93882  -0.1130
O 2.35957 0.68499 3.58983  -0.1920
C 3.71334 0.79854 3.13200  -0.1934
C 4.45461 2.07806 3.53185  -0.4397
C 3.76066 3.30193 3.01935  -0.0686
N 5.86351 1.95911 3.05612  0.0322
H 1.35692 -0.11246 5.21243  0.0842
H 2.72074 0.90454 5.72104  0.0856
H 2.97986 -0.66391 5.01789  0.0821
H 4.27250 -0.13747 3.18351  0.1253
H 3.45739 1.00751 2.08258  0.1010
H 4.53823 2.23653 4.61929  0.1294
H 4.25928 4.27694 3.11118  0.0796
H 2.81638 3.52612 3.51997  0.0801
H 3.63917 3.26669 1.92983  0.0777
H 6.36989 2.76105 3.42042  0.0692
H 6.21282 1.17659 3.60870  0.0657
C 0.04649 -0.54798 -3.72209  -0.0868
O 0.86199 -1.02664 -2.67780  -0.2065
C 1.13280 -2.40283 -2.63267  -0.2124
C 2.40458 -2.80024 -3.38653  -0.4338
C 2.33837 -2.78524 -4.92687  -0.0484
N 2.89974 -4.10147 -2.93866  0.0327
H 0.60015 -0.52578 -4.66867  0.0793
H -0.00077 0.53363 -3.56849  0.0646
H -0.95102 -0.97774 -3.79568  0.0961
H 1.38302 -2.57862 -1.57791  0.1179
H 0.25477 -3.02723 -2.84095  0.1261
H 3.07596 -1.97924 -3.09616  0.1243
H 1.52620 -3.39331 -5.32014  0.0830
H 3.26355 -3.18511 -5.34944  0.0713
H 2.33759 -1.73343 -5.20953  0.0646
H 3.37006 -4.07162 -2.03975  0.0707
H 3.62777 -4.39056 -3.58199  0.0610
C -2.25307 2.32149 3.79496  -0.0582
C -1.09695 3.20266 4.27513  -0.4835
C -0.94804 4.51471 3.50790  -0.0519
O -1.29989 3.49686 5.66242  -0.0595
H -2.29179 1.39831 4.36863  0.0777
H -2.13077 2.06890 2.74132  0.0591
H -3.17770 2.90172 3.88574  0.0812
H -0.17601 2.62473 4.15897  0.1245
H -1.88548 5.03261 3.31655  0.0787
H -0.42393 4.32108 2.56196  0.0696
H -0.19777 5.13512 4.00124  0.0776
H -2.24371 3.66078 5.76307  0.0790
C -3.85346 -4.46657 -0.23127  -0.0591
C -2.45740 -5.06637 -0.33732  -0.4808
C -1.37700 -4.05362 -0.11891  -0.0567
O -2.34500 -6.12145 0.63267  -0.0533
H -4.77051 -5.01615 -0.43657  0.0811
H -3.95212 -3.70664 -1.02380  0.0756
H -3.88436 -3.92476 0.71720  0.0723
H -2.29721 -5.52868 -1.32273  0.1400
H -1.17373 -3.91362 0.94903  0.0560
H -1.55846 -3.09543 -0.60769  0.0789
H -0.36258 -4.36641 -0.38778  0.0832
H -2.31943 -6.95578 0.16191  0.0830
C -1.13702 3.12066 -2.84087  -0.0514
C -2.53516 3.11827 -2.21257  -0.4876
C -2.52804 3.65994 -0.75762  -0.0452
O -3.45129 3.78698 -3.04544  -0.0382
H -0.83038 4.11490 -3.16521  0.0844
H -1.12795 2.49140 -3.73695  0.0672
H -0.43969 2.61780 -2.16866  0.0668
H -2.88404 2.08800 -2.11401  0.1224
H -2.26690 4.71597 -0.65644  0.0785
H -1.78568 3.17965 -0.11851  0.0565
H -3.55826 3.48292 -0.44891  0.0771
H -3.00953 4.41008 -3.62515  0.0819
O 1.36273 2.18083 0.90011  -0.0721
C 1.09293 0.99849 0.17316  -0.2372
C -0.22496 0.35215 0.55620  -0.2273
O -0.39704 0.39562 1.95919  -0.0791
H 0.84946 2.14659 1.71922  0.0631
H 1.25254 1.05642 -0.90206  0.0924
H 1.86657 0.29668 0.53682  0.1120
H -0.26684 -0.68755 0.21767  0.1172
H -1.07656 0.85982 0.08433  0.0895
H -0.37228 -0.50370 2.31057  0.0454
O 0.42057 -2.11969 2.93428  -0.0732
C -0.35411 -3.20782 3.46268  -0.2292
C -1.78308 -2.81225 3.74695  -0.2664
O -2.50760 -3.79417 4.43854  -0.0363
H 1.30771 -2.35946 3.21622  0.0945
H -0.23627 -4.13696 2.89943  0.1161
H 0.05847 -3.41988 4.46279  0.1274
H -2.22643 -2.62233 2.75417  0.1081
H -1.88840 -1.83860 4.22314  0.1263
H -2.88970 -4.44521 3.84439  0.0916

Computed properties:
Kohn-Sham gap   0.34504 Ha
Energy relative to the best compared isomer or geometry (same formula, charge and spin)   6.490 eV
Total energy   -59848.1771 eV
SMILES   COC[C@H](C)N.COC[C@H](C)N.COC[C@H](C)N.COC[C@H](C)N.CC(C)O.CC(C)O.CC(C)O.OCCO.OCCO
HOMO energy   -9.035 eV
M   660.98 g mol⁻¹
Strongest force on any atom   2.9 eV Å⁻¹